1.
The following is a quantum chemistry calculation of a structure of composition C14H24MnNO2P in a non-equilibrium geometry, from the Open Molecules 2025 dataset.

Structure (ORCA input):
```
! RIJCOSX wB97M-V def2-TZVPD def2/J DEFGRID3
* xyz 2 4
Mn -0.222 -0.671 0.596
P 1.900 -1.167 0.335
O 0.843 1.047 2.718
O -1.413 0.898 2.427
N -1.833 -1.064 -0.168
C -2.499 1.415 -0.429
C -2.255 -2.355 0.390
C -2.858 -0.037 -0.133
C -0.427 1.384 2.984
C -1.272 -1.200 -1.512
C -0.854 3.014 -1.326
C 0.479 3.383 -1.636
C 1.577 2.628 -1.151
C -1.079 1.821 -0.590
C 2.830 -1.476 1.769
C -0.006 1.092 -0.094
C 1.299 1.433 -0.478
C 2.246 -2.049 -1.168
C 2.415 0.498 -0.157
H 0.653 4.284 -2.232
H -2.039 -1.729 -2.082
H -2.706 -2.189 1.323
H -3.539 -0.372 -0.938
H -2.932 -2.845 -0.296
H 2.698 -0.683 2.514
H 0.724 0.057 2.937
H -0.387 -1.924 -1.434
H -3.280 -0.124 0.873
H -0.384 2.031 3.898
H 3.862 -1.491 1.433
H 2.609 2.911 -1.257
H -1.343 -2.969 0.483
H 1.827 -1.526 -2.023
H 3.326 -2.063 -1.200
H -0.991 -0.265 -1.876
H 0.288 -2.755 -0.560
H 1.847 -3.063 -1.159
H -2.985 1.970 0.349
H 2.567 -2.415 2.252
H -1.718 3.585 -1.596
H -3.051 1.668 -1.397
H 3.015 0.949 0.644
H 3.066 0.367 -1.031
*
```

## Properties
maximum force: 3.4 eV/Å
⟨S²⟩: 3.9894
lowest unoccupied orbital energy (alpha / beta): -10.01 / -9.00 eV
gap between HOMO and LUMO (alpha / beta): 5.368 / 6.181 eV
E: -2244.5688 Ha



2.
The following is a quantum chemistry calculation of a structure of composition C45H55GeO2ScSe in a non-equilibrium geometry, from the Open Molecules 2025 dataset.

Structure (ORCA input):
```
! RIJCOSX wB97M-V def2-TZVPD def2/J DEFGRID3
* xyz 1 2
Se -1.351 -0.518 -0.293
Ge 0.963 -3.337 -2.826
Sc 1.112 -1.049 -1.328
O 1.412 -1.135 0.508
O 0.970 0.747 -1.789
C 1.811 4.562 -2.533
C -2.043 -1.305 5.049
C -3.899 -1.065 -3.570
C -1.720 -2.137 -3.283
C 3.031 4.200 -0.366
C -3.753 -3.415 -2.832
C 0.620 -1.209 1.630
C 1.683 -2.595 -4.489
C -3.490 -0.956 4.711
C -2.006 -2.702 5.683
C -1.153 -1.287 3.806
C 3.018 -3.060 2.295
C -0.733 -0.968 1.473
C -0.922 5.229 2.433
C 2.942 -2.106 4.574
C -1.832 4.625 1.354
C 1.319 -3.249 -5.665
C -3.294 0.114 -3.902
C -1.494 2.231 0.484
C -3.017 -4.493 -2.426
C -0.769 1.334 -0.283
C -1.613 -4.408 -2.400
C -0.961 -3.280 -2.862
C 2.863 -0.924 -5.785
C 0.382 1.697 -0.979
C 0.881 2.987 -0.832
C 2.460 -1.436 -4.560
C 2.183 3.529 -1.460
C -1.130 -0.920 -3.685
C -3.079 4.056 2.027
C 0.115 3.871 -0.070
C -1.067 3.546 0.585
C -2.262 5.729 0.376
C -1.884 0.184 -3.966
C -1.626 -1.007 2.535
C 3.073 2.464 -2.112
C 2.619 -1.818 3.106
C -1.519 -0.274 6.060
C 0.212 -1.543 3.937
C 3.462 -0.608 2.677
C 1.555 -5.162 -2.625
C 1.723 -2.734 -6.892
C 2.488 -1.575 -6.952
C 1.129 -1.520 2.888
C -3.130 -2.209 -3.243
H 0.582 -1.776 4.925
H 2.876 -2.906 1.226
H -3.888 0.989 -4.128
H -2.184 -0.225 6.926
H 3.276 3.489 0.427
H -3.600 4.855 2.556
H -2.661 -2.737 6.557
H -3.506 -5.401 -2.101
H -3.574 0.036 4.258
H 1.436 -3.242 -7.804
H -0.057 -0.851 -3.814
H -3.938 -1.687 4.032
H -2.851 6.487 0.899
H 2.794 -1.181 -7.913
H 3.311 1.658 -1.417
H 2.620 2.035 -3.005
H 4.013 2.939 -2.402
H 2.416 -2.989 4.947
H -1.047 -5.254 -2.030
H -1.400 6.226 -0.074
H -0.060 5.739 1.998
H 2.530 5.053 0.092
H 3.467 -0.026 -5.829
H 2.701 -1.259 5.220
H 1.279 -5.599 -1.667
H 1.087 -5.725 -3.433
H 1.249 5.397 -2.111
H 4.012 -2.298 4.668
H 2.425 -3.926 2.601
H -1.397 1.109 -4.248
H 1.200 4.105 -3.316
H 0.472 4.890 0.015
H -0.999 -2.970 6.011
H 4.072 -3.293 2.467
H 4.519 -0.816 2.858
H 3.187 0.276 3.258
H 2.715 4.965 -2.998
H 3.336 -0.373 1.622
H -2.343 -3.461 4.973
H -0.521 -0.532 6.421
H -0.551 4.453 3.108
H -4.980 -1.140 -3.539
H -2.676 -0.821 2.352
H 0.715 -4.149 -5.638
H -2.828 3.282 2.759
H 2.780 -0.910 -3.665
H 3.965 4.564 -0.801
H -3.777 3.632 1.299
H -2.873 5.318 -0.431
H -2.380 1.887 1.001
H -4.836 -3.460 -2.824
H -1.468 0.721 5.611
H -4.084 -0.951 5.627
H 2.637 -5.208 -2.736
H -1.476 5.961 3.027
*
```

## Properties
maximum force: 1.7 eV/Å
⟨S²⟩: 0.7579
lowest unoccupied orbital energy (alpha / beta): -2.93 / -5.57 eV
gap between HOMO and LUMO (alpha / beta): 7.786 / 5.135 eV
E: -7137.1802 Ha



3.
The following is a quantum chemistry calculation of a cluster of 2 separate species, C5H10O2 in total, from the Open Molecules 2025 dataset.

Structure (ORCA input):
```
! RIJCOSX wB97M-V def2-TZVPD def2/J DEFGRID3
* xyz 0 1
O 0.120 1.916 0.001
O -1.426 -0.748 -0.912
C -1.232 -0.848 0.477
C -0.032 -0.374 1.216
C -0.154 1.106 1.099
C 1.716 -0.133 -1.641
C -1.391 0.322 1.359
H -2.048 0.394 2.216
H 0.666 -0.268 -1.384
H -1.171 -1.601 -1.292
H -0.326 1.559 -0.779
H 1.780 0.381 -2.603
H -1.652 -1.773 0.880
H 2.194 0.472 -0.868
H 2.206 -1.105 -1.713
H 0.220 1.629 1.980
H 0.529 -0.929 1.961
*
```

## Properties
maximum force: 0.4 eV/Å
lowest unoccupied orbital energy: 0.79 eV
gap between HOMO and LUMO: 10.724 eV
E: -346.8925 Ha
energy relative to the best compared isomer or geometry (same formula, charge and spin): 348.9 kJ/mol
structure (SMILES): O[C@H]1[C@H]2[C@@H](O)[C@@H]12.C



4.
The following is a quantum chemistry calculation of a structure of composition C6H16N2O in a non-equilibrium geometry, from the Open Molecules 2025 dataset.

Structure (ORCA input):
```
! RIJCOSX wB97M-V def2-TZVPD def2/J DEFGRID3
* xyz 0 1
O -0.232 -0.271 2.174
N 2.258 1.894 0.295
N 0.385 -2.068 -0.129
C -0.704 1.841 1.143
C -1.939 -1.219 -0.413
C -0.454 -1.016 -0.671
C -0.160 -0.819 -2.149
C 0.024 0.527 1.283
C 1.761 0.747 0.975
H -2.542 -0.416 -0.836
H -0.587 2.245 0.137
H -2.269 -2.161 -0.861
H 0.906 -0.665 -2.315
H 2.018 1.916 -0.687
H -0.453 -1.709 -2.715
H -2.146 -1.308 0.654
H -0.727 0.014 -2.563
H 2.132 -0.180 0.534
H 0.195 -2.962 -0.572
H -1.760 1.697 1.362
H 2.087 0.751 2.015
H 2.003 2.768 0.735
H 0.226 -2.133 0.874
H -0.295 2.564 1.851
H 0.273 -0.036 -0.121
*
```

## Properties
maximum force: 4.5 eV/Å
lowest unoccupied orbital energy: 0.77 eV
gap between HOMO and LUMO: 8.864 eV
E: -422.8723 Ha
energy relative to the best compared isomer or geometry (same formula, charge and spin): 300.5 kJ/mol



5.
The following is a quantum chemistry calculation of a cluster of 2 separate species, C5H8FN in total in a non-equilibrium geometry, from the Open Molecules 2025 dataset.

Structure (ORCA input):
```
! RIJCOSX wB97M-V def2-TZVPD def2/J DEFGRID3
* xyz 0 1
F 2.410 -2.676 1.393
N -0.799 -0.274 1.670
C 0.037 1.505 -0.177
C 0.291 0.417 0.967
C -0.234 0.628 -1.502
C -0.928 -0.589 -0.892
C -0.532 -0.620 0.390
H 2.098 -3.388 0.849
H 1.199 0.197 1.439
H -1.608 0.175 1.970
H 0.931 2.171 -0.629
H 0.760 0.556 -1.932
H -0.934 1.027 -2.236
H -1.728 -1.050 -1.356
H -0.963 1.921 0.047
*
```

## Properties
maximum force: 3.2 eV/Å
lowest unoccupied orbital energy: 0.93 eV
gap between HOMO and LUMO: 8.721 eV
E: -349.7674 Ha
energy relative to the best compared isomer or geometry (same formula, charge and spin): 398.9 kJ/mol
structure (SMILES): C1=C2N[C@@H]2CC1.F



6.
The following is a quantum chemistry calculation of a structure of composition C19H18N3STl in a non-equilibrium geometry, from the Open Molecules 2025 dataset.

Structure (ORCA input):
```
! RIJCOSX wB97M-V def2-TZVPD def2/J DEFGRID3
* xyz 2 1
Tl -0.409 -0.484 -0.667
S 0.314 3.411 -2.823
N -1.286 1.427 1.090
N 0.811 4.908 0.978
N 0.837 2.534 0.928
C 1.917 -3.562 -1.740
C 1.120 2.655 -0.501
C 2.129 2.204 -1.385
C 2.102 -1.935 0.180
C 0.058 3.302 -1.150
C 1.614 -1.370 1.356
C -1.015 3.806 2.028
C 1.388 -2.935 -0.491
C -2.483 1.434 1.546
C 1.482 3.771 0.939
C 0.174 -3.362 0.058
C -0.959 3.646 -0.144
C -2.467 3.711 2.360
C -0.632 2.688 1.041
C -0.615 4.796 0.908
C 0.394 -1.790 1.880
C -0.322 -2.796 1.229
C 1.816 2.563 -2.661
C -3.157 2.599 2.078
H 2.340 -4.540 -1.517
H 0.049 -1.403 2.825
H 2.218 -0.661 1.904
H 1.269 5.802 0.858
H -0.352 -4.184 -0.404
H 1.119 -3.711 -2.465
H -1.991 3.692 -0.467
H -2.910 4.544 2.881
H -4.202 2.509 2.319
H -1.223 -3.189 1.673
H 2.382 2.359 -3.548
H 3.017 1.677 -1.091
H -1.114 5.757 0.816
H -3.006 0.486 1.559
H 2.699 -2.954 -2.188
H 3.088 -1.667 -0.172
H 2.559 3.770 1.031
H -0.417 3.905 2.939
*
```

## Properties
maximum force: 2.1 eV/Å
lowest unoccupied orbital energy: -6.93 eV
gap between HOMO and LUMO: 8.162 eV
E: -1469.1478 Ha
energy relative to the best compared isomer or geometry (same formula, charge and spin): 123.7 kJ/mol